ORCA calculation (ωB97M-V/def2-TZVPD) on 11 unconnected molecules or ions with the total composition C23H72N18O11 in a non-equilibrium geometry.

The geometry in XYZ format:
```
124
Properties=species:S:1:pos:R:3
C 3.5481 4.7269 3.2686
O 3.3181 3.6443 4.1329
C 3.1724 2.4747 3.3780
C 2.4993 1.4160 4.1948
C 3.1798 1.2273 5.5461
N 2.2192 0.2768 3.2944
H 3.5211 5.6253 3.8617
H 2.7764 4.7640 2.4315
H 4.5348 4.5048 2.8398
H 2.4197 2.7114 2.5567
H 4.0850 2.0904 2.9343
H 1.4917 1.7813 4.4386
H 4.3014 1.0595 5.5527
H 2.6670 0.4599 6.0771
H 2.9935 2.1979 6.0551
H 1.2861 -0.0631 3.5084
H 2.8755 -0.4233 3.6076
C -4.4118 -2.9053 -3.3966
O -3.7763 -3.1327 -2.1706
C -4.5579 -3.3931 -1.0737
C -3.5759 -3.4687 0.1505
C -4.4772 -3.6579 1.4614
N -2.8318 -2.2380 0.3350
H -4.8569 -3.8181 -3.7210
H -3.6175 -2.4920 -4.0953
H -5.1545 -2.1447 -3.3171
H -5.2142 -2.5099 -0.9642
H -5.2720 -4.2267 -1.0854
H -2.9083 -4.3294 -0.0336
H -3.8412 -3.9792 2.2991
H -5.3006 -4.3470 1.3874
H -4.8161 -2.7686 1.9238
H -1.9241 -2.2647 -0.1120
H -2.6475 -2.1064 1.3183
C 4.8152 1.8951 -5.1436
O 4.6346 2.4921 -3.9081
C 3.6007 3.4356 -3.9742
C 3.3316 3.9427 -2.5276
C 4.6214 4.7102 -1.9448
N 3.0082 2.8429 -1.6057
H 5.7581 1.3616 -5.1312
H 4.8952 2.5504 -6.0146
H 4.0453 1.1231 -5.3656
H 3.9202 4.2179 -4.6914
H 2.6669 3.0554 -4.3492
H 2.4589 4.5738 -2.6480
H 4.3623 5.1387 -0.9998
H 4.9513 5.5726 -2.6136
H 5.4241 4.0779 -1.7699
H 2.3106 2.1923 -1.9866
H 3.8154 2.3095 -1.4118
C 1.6677 -4.5339 -3.9977
O 1.8791 -3.6185 -2.9198
C 2.0044 -4.2488 -1.6257
C 2.3725 -3.2938 -0.4914
C 3.6425 -2.4200 -0.7324
N 2.6332 -4.1371 0.6838
H 1.6657 -3.9025 -4.8792
H 0.7402 -5.1485 -3.9205
H 2.4921 -5.3008 -4.0466
H 1.0642 -4.7057 -1.2959
H 2.6811 -5.1147 -1.6433
H 1.4896 -2.6448 -0.3305
H 3.9701 -1.8502 0.1489
H 3.4665 -1.6899 -1.5326
H 4.4348 -3.0318 -1.1210
H 2.0589 -5.0719 0.6426
H 3.5504 -4.5413 0.6663
N -2.2207 2.6855 -3.1379
C -1.1788 3.2730 -2.3902
N -1.5644 4.1715 -1.4233
O -0.0065 3.0354 -2.5690
H -2.0315 1.7863 -3.6138
H -3.0635 2.6185 -2.5836
H -2.5071 4.5170 -1.3703
H -0.7713 4.6689 -1.0355
N -0.7437 -4.4599 4.2731
C -0.9562 -3.5091 3.3459
N 0.0978 -3.0199 2.6328
O -2.0570 -3.0405 3.2903
H 0.1272 -4.8238 4.6333
H -1.5324 -4.7234 4.8367
H 1.1026 -3.2613 2.7855
H -0.0678 -2.1582 2.1180
N -0.8969 -1.9782 -3.4190
C -0.8263 -0.6414 -3.7457
N 0.4449 -0.1281 -3.9682
O -1.8834 -0.0090 -3.9573
H 0.0016 -2.3722 -3.3233
H -1.7394 -2.4885 -3.2659
H 0.5463 0.8722 -4.1399
H 1.2463 -0.4988 -3.4921
N -3.5922 0.0360 -1.7949
C -4.3446 0.9267 -1.1276
N -4.9485 0.3823 -0.0179
O -4.4977 2.0896 -1.5508
H -3.4565 0.2568 -2.7507
H -3.4977 -0.9263 -1.4837
H -4.5336 -0.3965 0.4469
H -5.4416 1.0711 0.5594
N -0.5145 0.5414 -0.7346
C 0.1808 0.2987 0.4601
N 1.2129 1.0599 0.6794
O -0.2565 -0.6202 1.1928
H -1.2847 -0.0496 -0.9464
H -0.0637 1.0356 -1.4723
H 1.4781 1.7011 -0.0585
H 1.7799 0.9146 1.4886
N -1.7032 1.7151 5.7015
C -1.2927 0.6065 5.0021
N -2.2400 0.1597 4.1025
O -0.2039 0.0546 5.1562
H -0.9294 2.1701 6.1510
H -2.2700 2.3557 5.1343
H -3.1783 0.5481 4.2056
H -2.1055 -0.8397 3.9070
N -2.1336 1.9244 1.6513
C -3.2519 2.5325 2.1246
N -4.0290 3.2895 1.2510
O -3.6795 2.4518 3.2817
H -1.7713 1.1655 2.2610
H -2.0919 1.6121 0.6691
H -4.9078 3.5011 1.6529
H -4.0894 2.9865 0.2741
```

Its maximum force is 0.0736 Eh/bohr. For the LUMO energy, the calculation gives 0.3 eV. For the energy above the lowest of the compared OMol25 structures with the same formula, charge and spin, the calculation gives 0.0 kJ/mol. As for the SMILES: COC[C@H](C)N.COC[C@H](C)N.COC[C@H](C)N.COC[C@H](C)N.NC(N)=O.NC(N)=O.NC(N)=O.NC(N)=O.NC(N)=O.NC(N)=O.NC(N)=O. Its HOMO-LUMO gap is 9.6 eV. As for the multiplicity: 1.



ORCA calculation (ωB97M-V/def2-TZVPD) on a single C13H18NO3P molecule in a non-equilibrium geometry.

The geometry in XYZ format:
```
36
Properties=species:S:1:pos:R:3
O -0.4609 3.8278 -0.2722
P 0.3625 2.7086 0.2084
N -0.0812 1.4988 -0.9138
C -1.1222 0.5999 -0.2940
C -0.5603 -0.8090 -0.0268
C -1.7142 -1.7712 -0.1474
C -2.4127 -1.1316 -1.4256
C -2.1971 0.4288 -1.3746
C 0.1908 2.5130 2.0757
O 0.4959 1.1083 2.5778
C 1.8342 0.6351 2.3375
C 2.1085 -0.7212 2.6656
C 3.2907 -1.3594 2.4180
C 4.2936 -0.6195 1.8311
C 4.1172 0.7135 1.4488
C 2.9345 1.3652 1.7293
O 2.8943 2.6803 1.2429
C 2.0235 2.9704 0.1455
H -0.5844 2.0048 -1.5791
H -1.7328 0.9138 0.5959
H -0.3571 -0.8587 1.0234
H 0.2508 -0.9095 -0.6770
H -1.3861 -2.8284 -0.3249
H -2.3772 -1.6835 0.8075
H -1.9718 -1.5948 -2.3090
H -3.4770 -1.3601 -1.3662
H -1.8124 0.7663 -2.3176
H -3.1024 0.9690 -1.2104
H -0.7902 2.7683 2.3471
H 0.7999 3.2337 2.5219
H 1.2827 -1.2781 3.0255
H 3.5508 -2.4218 2.6096
H 5.3101 -0.9758 1.6407
H 4.9763 1.3187 0.9794
H 2.1704 4.0436 -0.2415
H 2.3037 2.3052 -0.7010
```

Its maximum force is 0.0974 Eh/bohr. For the LUMO energy, the calculation gives 0.8 eV. For the energy above the lowest of the compared OMol25 structures with the same formula, charge and spin, the calculation gives 0.0 kJ/mol. As for the SMILES: O=P1(NC2CCCC2)COc2ccccc2OC1. Its HOMO-LUMO gap is 9.5 eV. As for the multiplicity: 1.



ORCA calculation (ωB97M-V/def2-TZVPD) on a molecular structure, C21H21NO6P in a non-equilibrium geometry.

The geometry in XYZ format:
```
50
Properties=species:S:1:pos:R:3
C 3.5020 -0.2683 1.4307
C 2.9791 1.0852 0.8780
C 3.7719 2.4063 1.0955
N 1.8101 1.0943 0.2333
P 0.5888 0.9612 1.4107
H 4.6108 -0.3088 1.5258
H 3.0526 -0.3991 2.4494
H 3.1726 -1.0840 0.7555
H 3.0020 3.2184 1.1147
H 4.4420 2.5691 0.2233
H 4.3003 2.4170 2.0726
H 1.0708 0.7348 2.7259
H -0.1386 2.1878 1.4282
H -0.2923 -0.1073 1.0911
C -4.6326 -0.7428 -0.2342
C -5.0458 -1.5097 -1.2419
C -4.2362 -2.6553 -1.7147
O -4.6096 -3.3521 -2.6320
C -2.9510 -2.9185 -1.0256
C -2.5410 -2.1483 -0.0177
C -3.3503 -1.0039 0.4542
O -2.9788 -0.2977 1.3792
H -5.2103 0.0992 0.1256
H -5.9819 -1.3335 -1.7567
H -2.3698 -3.7656 -1.3852
H -1.6046 -2.3254 0.4992
C 1.2349 -4.7834 -1.6573
C 2.4362 -5.2004 -2.0527
C 2.5894 -6.4057 -2.8990
O 3.6827 -6.7854 -3.2566
C 1.3578 -7.1272 -3.2891
C 0.1562 -6.7088 -2.8928
C 0.0043 -5.5055 -2.0480
O -1.0933 -5.1222 -1.6877
H 1.1026 -3.9050 -1.0380
H 3.3476 -4.6848 -1.7776
H 1.4890 -8.0052 -3.9083
H -0.7553 -7.2239 -3.1678
C -0.5865 7.7448 2.3843
C 0.6293 7.3382 2.0190
C 0.8142 6.1391 1.1740
O 1.9223 5.7619 0.8414
C -0.3995 5.4089 0.7481
C -1.6156 5.8124 1.1126
C -1.8016 7.0139 1.9588
O -2.9067 7.3827 2.2890
H -0.7420 8.6194 3.0028
H 1.5286 7.8601 2.3205
H -0.2403 4.5343 0.1280
H -2.5146 5.2891 0.8113
```

Its maximum force is 0.0736 Eh/bohr. For the LUMO energy, the calculation gives -4.7 eV. Its HOMO-LUMO gap is 7.6 eV. As for the multiplicity: 1. Its charge is +1.



ORCA calculation (ωB97M-V/def2-TZVPD) on a molecular structure, C27H61BrGePdSbSi4 in a non-equilibrium geometry.

The geometry in XYZ format:
```
96
Properties=species:S:1:pos:R:3
Pd 0.3929 -0.3287 0.2650
C -1.0673 -2.5099 -2.2301
Si -0.3196 -2.5746 -0.4363
C 1.0446 -4.0136 -0.5778
C 1.6844 -4.3076 0.7773
C 2.1349 -3.5136 -1.5224
C 0.4377 -5.2855 -1.1641
C -1.8844 -2.9957 0.7423
C -1.4286 -3.3772 2.1476
C -2.7881 -4.1026 0.1914
C -2.7001 -1.7043 0.8486
H -1.8902 -3.2118 -2.3309
H -0.3179 -2.7686 -2.9722
H -1.4319 -1.5187 -2.4736
H 1.9902 -3.3769 1.2577
H 2.5676 -4.9369 0.6616
H 0.9899 -4.8272 1.4342
H 2.6518 -2.6635 -1.0824
H 1.7175 -3.1987 -2.4755
H 2.8639 -4.2990 -1.7236
H -0.3510 -5.6799 -0.5295
H 1.2045 -6.0572 -1.2659
H 0.0214 -5.0990 -2.1513
H -0.8970 -4.3233 2.1560
H -2.2853 -3.4666 2.8201
H -0.7642 -2.6111 2.5523
H -2.2620 -5.0523 0.1227
H -3.1683 -3.8542 -0.7974
H -3.6529 -4.2400 0.8436
H -2.0381 -0.8301 0.9526
H -3.3801 -1.7364 1.6966
H -3.2967 -1.5613 -0.0467
Br 6.9780 -0.2517 -1.8877
C 5.1737 -0.1879 -1.2372
C 4.9457 0.0067 0.1107
C 3.6391 0.0566 0.5737
C 2.5658 -0.0632 -0.2990
C 2.8270 -0.2541 -1.6544
C 4.1281 -0.3290 -2.1309
H 5.7725 0.1211 0.7956
H 3.4852 0.2065 1.6385
H 2.0081 -0.3543 -2.3589
H 4.3186 -0.5007 -3.1798
C -0.8971 -0.0822 4.2389
Sb 0.7536 -0.1756 2.8393
C 1.7442 -1.8540 3.7852
C 1.9860 1.2056 3.9758
H -0.4917 -0.2198 5.2331
H -1.6230 -0.8593 4.0391
H -1.3843 0.8835 4.1813
H 1.6809 -1.7075 4.8584
H 2.7902 -1.8705 3.4920
H 1.2910 -2.8052 3.5268
H 1.8490 0.9525 5.0200
H 1.7079 2.2400 3.8182
H 3.0307 1.0791 3.7175
C 2.2847 3.7319 0.2350
Si 1.1339 3.3254 -1.2433
C 0.3123 4.9546 -1.8336
C 2.2614 2.8589 -2.7195
Ge -0.6050 1.7376 -0.5374
Si -1.9353 2.9701 1.1084
C -3.3345 1.8471 1.7912
C -2.8267 4.5485 0.5006
C -0.8691 3.5834 2.5836
Si -2.0542 1.5137 -2.5026
C -3.5510 0.3477 -2.2554
C -0.9404 0.9012 -3.9397
C -2.8449 3.1451 -3.1154
H 3.1714 4.2628 -0.1017
H 2.6096 2.8191 0.7321
H 1.7866 4.3551 0.9727
H 1.0745 5.6797 -2.1001
H -0.3241 5.4010 -1.0799
H -0.2938 4.7826 -2.7159
H 2.8252 3.7338 -3.0302
H 1.6889 2.5168 -3.5757
H 2.9709 2.0834 -2.4625
H -4.0066 1.5561 0.9883
H -3.9269 2.3579 2.5472
H -2.9434 0.9358 2.2341
H -3.5019 4.3341 -0.3174
H -2.1265 5.3041 0.1652
H -3.4116 4.9790 1.3073
H -0.2519 2.7818 2.9804
H -1.4849 3.9645 3.3926
H -0.2102 4.3857 2.2686
H -3.2656 -0.5637 -1.7453
H -3.9900 0.0726 -3.2097
H -4.3252 0.8262 -1.6608
H -0.0806 0.3579 -3.5551
H -0.5690 1.7378 -4.5244
H -1.4726 0.2417 -4.6180
H -3.4746 3.6016 -2.3604
H -3.4648 2.9492 -3.9843
H -2.0953 3.8721 -3.4031
```

Its maximum force is 0.0407 Eh/bohr. For the LUMO energy (alpha / beta), the calculation gives -2.1 / -2.0 eV. Its HOMO-LUMO gap (alpha / beta) is 4.7 / 4.9 eV. As for the multiplicity: 2.